1.
The following is a quantum chemistry calculation of C3H3NO3 in the gas phase, from the Open Molecules 2025 dataset.

Calculated values
ΔE to the lowest compared entry with this formula, charge and spin: 125.52 kcal per mole
highest occupied orbital energy: -10.168 eV
net charge: 0
spin multiplicity: 1
SMILES string: O=C[C@@H]1OC=NO1
total energy: -396.42441 Eh
frontier orbital gap: 9.62 eV

Last column: Löwdin charge in e.
Atoms and positions in Å:
O -2.546 0.059 0.025  -0.034
C -1.354 -0.224 0.638  0.005
C -0.276 -0.349 -0.430  -0.351
O 0.978 -1.071 -0.253  0.056
C 1.726 -0.220 0.377  -0.264
N 1.403 0.969 0.306  0.179
O 0.175 0.923 -0.574  -0.037
H -1.101 -0.018 1.655  0.119
H -0.719 -0.601 -1.508  0.211
H 2.561 -0.703 0.622  0.116


2.
The following is a quantum chemistry calculation of C3H3NO3 in the gas phase, from the Open Molecules 2025 dataset.

Calculated values
ΔE to the lowest compared entry with this formula, charge and spin: 29.66 kcal per mole
highest occupied orbital energy: -8.495 eV
net charge: 0
spin multiplicity: 1
SMILES string: O=c1[nH]c(O)co1
total energy: -396.57717 Eh
frontier orbital gap: 8.62 eV

Last column: Löwdin charge in e.
Atoms and positions in Å:
O 0.043 0.192 -2.679  0.108
C -0.219 0.146 -1.505  -0.524
N 0.713 0.243 -0.465  0.202
C 0.098 -0.100 0.691  -0.404
O 0.670 -0.216 1.922  0.057
C -1.179 -0.334 0.467  -0.019
O -1.373 -0.145 -0.900  0.094
H 1.673 0.463 -0.578  0.159
H 1.606 0.265 1.900  0.181
H -2.032 -0.514 1.147  0.146


3.
The following is a quantum chemistry calculation of C3H3NO3S in the gas phase, from the Open Molecules 2025 dataset.

Calculated values
ΔE to the lowest compared entry with this formula, charge and spin: 38.64 kcal per mole
highest occupied orbital energy: -10.170 eV
net charge: 0
spin multiplicity: 1
SMILES string: C=NSC(=O)C(=O)O
total energy: -794.74865 Eh
frontier orbital gap: 9.84 eV

Last column: Löwdin charge in e.
Atoms and positions in Å:
C -1.292 1.826 -0.951  -0.102
N -0.604 0.863 -0.476  -0.418
S -0.658 0.558 1.167  1.022
C 0.458 -0.868 1.371  -0.535
O 0.552 -1.261 2.506  0.051
C 1.258 -1.573 0.215  -0.506
O 1.916 -2.503 0.521  0.173
O 1.101 -1.128 -1.014  0.140
H -1.955 2.481 -0.292  0.093
H -1.272 2.012 -2.008  0.070
H 0.495 -0.407 -1.039  0.013